[1]
A cluster of 2 separate species, C5H14O in total at a distorted geometry, computed with the ωB97M-V functional and the def2-TZVPD basis.

Highest occupied orbital energy = -10.36 eV
E = -7458.6554 eV
Structure (SMILES) = CC(C)O.CC
Gap between HOMO and LUMO = 11.3 eV
ΔE to the lowest compared entry with this formula, charge and spin = 109.0 kJ/mol
E_LUMO = 0.9 eV

```
! wB97M-V def2-TZVPD RIJCOSX def2/J DEFGRID3
* xyz 0 1
C -0.206 -0.769 0.231
C -0.950 -1.108 -1.056
C -1.353 -2.578 -1.050
O -2.122 -0.272 -1.061
H 0.813 -1.132 0.244
H -0.695 -1.065 1.167
H -0.306 0.299 0.371
H -0.276 -0.924 -1.894
H -0.791 -3.145 -0.308
H -2.340 -2.650 -0.572
H -1.461 -3.137 -1.977
H -2.229 0.034 -1.975
C 1.060 2.249 1.607
C 1.947 1.853 0.404
H 0.497 1.400 1.972
H 1.620 2.781 2.372
H 0.352 3.009 1.272
H 1.955 0.794 0.159
H 1.522 2.208 -0.538
H 2.963 2.153 0.632
*
```

[2]
A cluster of 5 separate species, C15H14Cl9F4O3P in total, computed with the ωB97M-V functional and the def2-TZVPD basis.

Highest occupied orbital energy = -9.65 eV
E = -154783.0608 eV
Structure (SMILES) = C#CCC1=C(P(O)Cl)C(=O)C=C(C(F)(F)C(F)F)C1=O.ClCCl.ClCCl.ClCCl.ClCCl
Gap between HOMO and LUMO = 7.7 eV
ΔE to the lowest compared entry with this formula, charge and spin = 0.0 kJ/mol
E_LUMO = -1.9 eV

```
! wB97M-V def2-TZVPD RIJCOSX def2/J DEFGRID3
* xyz 0 1
C -1.573 -3.904 3.803
C -2.334 -3.286 3.115
C -3.276 -2.513 2.304
C -2.608 -1.907 1.090
C -2.631 -2.413 -0.155
P -3.548 -3.969 -0.572
O -3.335 -4.918 0.729
Cl -2.310 -4.881 -1.942
C -1.918 -1.606 -1.198
O -1.433 -2.070 -2.204
C -1.818 -0.127 -0.992
C -1.768 0.362 0.243
C -1.671 1.845 0.560
F -2.858 2.442 0.260
F -1.426 2.052 1.865
C -0.575 2.590 -0.223
F -0.380 3.786 0.381
F 0.584 1.899 -0.122
C -1.850 -0.634 1.364
O -1.333 -0.485 2.441
H -1.011 -4.390 4.564
H -3.642 -1.693 2.927
H -4.133 -3.122 2.031
H -2.404 -5.133 0.896
H -1.790 0.444 -1.918
H -0.832 2.752 -1.267
Cl 1.101 -5.075 -3.960
C 1.383 -3.535 -3.139
Cl 2.633 -3.661 -1.894
H 1.702 -2.808 -3.875
H 0.457 -3.225 -2.671
Cl 3.495 4.355 2.724
C 1.733 4.191 2.805
Cl 1.194 3.579 4.370
H 1.291 5.167 2.641
H 1.415 3.499 2.037
Cl -0.372 1.435 -3.490
C 0.244 2.126 -5.005
Cl 0.931 3.730 -4.758
H 1.015 1.468 -5.386
H -0.580 2.201 -5.704
Cl 7.669 4.522 1.805
C 6.778 3.012 1.576
Cl 6.797 2.480 -0.110
H 7.240 2.244 2.184
H 5.750 3.173 1.873
*
```

[3]
A structure of composition C21H17Cl2N8O3RhSbSe4, computed with the ωB97M-V functional and the def2-TZVPD basis.

Highest occupied orbital energy (alpha / beta) = -2.97 / -4.86 eV
E = -336097.4205 eV
Gap between HOMO and LUMO (alpha / beta) = 4.2 / 5.3 eV
ΔE to the lowest compared entry with this formula, charge and spin = 52.2 kJ/mol
E_LUMO (alpha / beta) = 1.2 / 0.4 eV

```
! wB97M-V def2-TZVPD RIJCOSX def2/J DEFGRID3
* xyz -1 5
Rh -0.474 0.051 0.571
N -3.093 -1.927 0.963
C -2.306 -1.924 2.054
N -2.651 -2.713 3.071
C -1.862 -2.598 4.148
N -2.193 -3.412 5.204
N -0.810 -1.821 4.309
C -0.517 -1.042 3.244
N -1.244 -1.107 2.062
C 0.487 -0.074 3.300
C 1.273 0.184 4.459
C 2.125 1.237 4.477
C 2.211 2.097 3.339
C 1.453 1.791 2.245
N 0.641 0.724 2.175
H -3.893 -2.532 1.000
H -2.757 -1.564 0.084
H -3.137 -3.759 5.198
H -1.800 -3.146 6.089
H 1.129 -0.461 5.315
H 2.717 1.446 5.360
H 2.833 2.981 3.333
H 1.469 2.428 1.369
Cl 1.379 -2.537 -6.019
C 0.561 -2.097 -4.531
C -0.755 -1.617 -4.587
C -1.391 -1.244 -3.438
Cl -2.999 -0.599 -3.530
C -0.782 -1.339 -2.139
O -1.422 -0.955 -1.106
C 0.546 -1.847 -2.136
C 1.329 -1.986 -0.916
O 0.954 -1.738 0.212
C 1.197 -2.204 -3.330
H -1.265 -1.537 -5.538
H 2.375 -2.317 -1.067
H 2.220 -2.563 -3.289
N 2.244 2.865 -5.359
C 2.910 2.460 -4.251
O 4.118 2.453 -4.164
C 2.046 2.012 -3.074
C 0.666 2.056 -3.078
C -0.028 1.590 -1.970
N 0.599 1.093 -0.905
C 1.934 1.066 -0.893
C 2.694 1.526 -1.958
H 2.799 3.056 -6.176
H 1.261 2.715 -5.478
H 0.087 2.438 -3.907
H -1.111 1.586 -1.938
H 2.389 0.645 -0.007
H 3.774 1.491 -1.930
Se -2.116 2.283 4.629
Sb -3.593 1.958 2.786
Se -2.291 1.645 0.566
Se -4.442 4.271 2.227
Se -5.493 0.514 2.927
*
```

[4]
A structure of composition C54H55Cl2N6O6P4RbS2, computed with the ωB97M-V functional and the def2-TZVPD basis.

Highest occupied orbital energy = -1.80 eV
E = -162652.4989 eV
Gap between HOMO and LUMO = 5.4 eV
E_LUMO = 3.6 eV

```
! wB97M-V def2-TZVPD RIJCOSX def2/J DEFGRID3
* xyz -2 1
Rb -0.762 -0.473 -0.312
C -1.239 4.807 1.261
N 0.187 4.894 1.585
C 0.635 3.907 2.549
P 1.340 2.332 1.815
C 2.942 2.940 1.165
C 4.195 2.749 1.747
C 5.342 3.218 1.116
C 5.251 3.884 -0.098
C 4.012 4.055 -0.699
C 2.871 3.570 -0.082
C 1.764 1.485 3.385
C 2.453 2.070 4.453
C 2.722 1.342 5.602
C 2.309 0.017 5.701
C 1.611 -0.572 4.659
C 1.331 0.165 3.513
C 0.941 6.029 1.339
C 0.453 7.096 0.559
C 1.221 8.224 0.320
C 2.507 8.346 0.830
C 3.016 7.288 1.570
C 2.261 6.153 1.818
P -1.634 3.424 -0.009
C -1.705 4.411 -1.554
C -0.538 5.069 -1.943
C -0.475 5.777 -3.138
C -1.583 5.827 -3.971
C -2.747 5.162 -3.601
C -2.809 4.461 -2.405
C -3.379 3.250 0.526
C -4.305 4.292 0.450
C -5.580 4.157 0.986
C -5.939 2.984 1.637
C -5.018 1.950 1.740
C -3.749 2.078 1.185
H -1.636 5.786 0.996
H -1.770 4.517 2.174
H -0.225 3.563 3.131
H 1.317 4.363 3.266
H 4.283 2.222 2.688
H 6.310 3.050 1.573
H 6.148 4.238 -0.592
H 3.935 4.535 -1.667
H 1.910 3.652 -0.579
H 2.790 3.098 4.380
H 3.260 1.805 6.422
H 2.531 -0.554 6.595
H 1.282 -1.602 4.721
H 0.739 -0.292 2.726
H -0.519 7.035 0.094
H 0.801 9.013 -0.292
H 3.104 9.227 0.633
H 4.029 7.328 1.953
H 2.732 5.335 2.345
H 0.344 5.024 -1.310
H 0.446 6.274 -3.419
H -1.536 6.365 -4.910
H -3.611 5.163 -4.257
H -3.703 3.908 -2.152
H -4.034 5.217 -0.048
H -6.291 4.972 0.897
H -6.930 2.875 2.061
H -5.283 1.031 2.249
H -3.067 1.233 1.256
N 2.548 -0.220 0.086
N 3.379 -1.163 -0.550
C 3.823 -1.006 -1.787
N 4.307 -2.170 -2.357
S 3.880 0.466 -2.580
H 3.094 0.625 0.243
H 2.342 -0.651 0.987
H 3.317 -2.083 -0.110
H 3.758 -2.995 -2.149
H 4.494 -2.047 -3.340
Cl 1.140 -3.320 -1.166
C 1.291 -4.705 -0.124
C 0.892 -5.923 -0.647
C 0.992 -7.069 0.122
C 1.489 -6.977 1.410
C 1.873 -5.747 1.920
Cl 2.472 -5.727 3.555
C 1.792 -4.542 1.189
S 2.215 -3.007 1.870
H 0.482 -5.952 -1.648
H 0.667 -8.022 -0.274
H 1.574 -7.853 2.040
N -4.098 -3.968 2.030
C -3.408 -2.821 1.300
C -4.427 -1.696 1.139
P -2.102 -2.285 2.512
O -0.903 -3.306 2.148
O -2.721 -2.667 3.829
O -1.692 -0.884 2.213
P -3.007 -3.574 -0.348
O -2.154 -4.871 0.177
O -4.308 -4.119 -0.820
O -2.145 -2.611 -1.080
H -4.042 -3.718 3.030
H -3.551 -4.814 1.847
H -5.032 -4.113 1.649
H -4.772 -1.338 2.113
H -5.275 -2.035 0.538
H -3.969 -0.857 0.617
H 0.016 -2.965 2.180
H -1.326 -4.561 0.572
N -2.206 1.568 -1.826
C -2.671 1.196 -2.925
C -4.090 1.526 -3.351
C -4.420 1.944 -4.639
C -5.699 2.405 -4.939
C -6.679 2.438 -3.957
C -6.365 2.010 -2.669
C -5.086 1.567 -2.373
C -1.829 0.417 -3.925
C -2.359 -0.512 -4.818
C -1.529 -1.277 -5.631
C -0.152 -1.118 -5.573
C 0.393 -0.190 -4.689
C -0.440 0.564 -3.879
H -3.659 1.928 -5.411
H -5.928 2.743 -5.944
H -7.676 2.794 -4.189
H -7.119 2.031 -1.889
H -4.815 1.272 -1.366
H -3.432 -0.668 -4.853
H -1.961 -2.014 -6.299
H 0.494 -1.721 -6.201
H 1.468 -0.062 -4.617
H -0.040 1.277 -3.167
*
```

[5]
The ion C5H12N with charge +1 at a distorted geometry, computed with the ωB97M-V functional and the def2-TZVPD basis.

Highest occupied orbital energy = -13.41 eV
E = -6861.5730 eV
Structure (SMILES) = C=C(C)CC[NH3+]
Gap between HOMO and LUMO = 9.6 eV
ΔE to the lowest compared entry with this formula, charge and spin = 191.6 kJ/mol
E_LUMO = -3.8 eV

```
! wB97M-V def2-TZVPD RIJCOSX def2/J DEFGRID3
* xyz 1 1
C 1.627 1.475 -0.281
C 0.686 0.776 0.347
C 0.772 0.134 1.707
C -0.737 0.745 -0.242
C -1.308 -0.645 -0.239
N -0.590 -1.492 -1.351
H 1.377 2.249 -1.021
H 2.572 1.576 0.088
H -0.031 0.412 2.408
H 1.631 0.339 2.159
H 0.810 -1.013 1.605
H -0.810 1.160 -1.219
H -1.361 1.321 0.405
H -2.457 -0.745 -0.329
H -1.151 -1.054 0.712
H -0.842 -2.510 -1.362
H 0.407 -1.495 -0.976
H -0.595 -1.232 -2.411
*
```

[6]
A structure of composition C41H46AsBI2IrN3O5S, computed with the ωB97M-V functional and the def2-TZVPD basis.

Highest occupied orbital energy = -6.95 eV
E = -149367.7046 eV
Gap between HOMO and LUMO = 6.6 eV
ΔE to the lowest compared entry with this formula, charge and spin = 0.0 kJ/mol
E_LUMO = -0.3 eV

```
! wB97M-V def2-TZVPD RIJCOSX def2/J DEFGRID3
* xyz 0 1
Ir 2.127 -0.029 -0.171
I -3.607 4.647 -1.699
C -2.057 3.252 -1.736
C -2.068 2.220 -2.664
C -1.044 1.294 -2.654
I -0.965 -0.139 -4.158
C -0.001 1.322 -1.710
O 0.930 0.384 -1.771
C 0.037 2.440 -0.850
C 1.117 2.697 0.166
N 2.419 2.024 -0.089
C 3.384 2.410 0.964
C 4.144 1.238 1.516
C 5.287 1.446 2.265
C 5.947 0.359 2.817
C 5.435 -0.904 2.590
C 4.294 -1.042 1.820
N 3.652 0.007 1.292
C -0.995 3.375 -0.864
H -2.859 2.143 -3.396
H 0.813 2.361 1.152
H 1.291 3.776 0.239
H 2.749 2.315 -1.004
H 2.814 2.854 1.784
H 4.075 3.172 0.600
H 5.646 2.456 2.415
H 6.841 0.502 3.408
H 5.902 -1.790 2.996
H 3.830 -2.007 1.627
H -0.959 4.208 -0.172
C 2.976 -0.923 -3.509
As 3.766 -0.519 -1.803
C 4.753 -2.106 -1.330
C 5.132 0.803 -2.188
S 2.499 -3.493 1.480
H 3.733 -1.291 -4.201
H 2.487 -0.033 -3.898
H 2.210 -1.677 -3.341
H 5.274 -2.495 -2.204
H 4.036 -2.834 -0.949
H 5.477 -1.873 -0.551
H 5.808 0.444 -2.962
H 5.702 1.007 -1.281
H 4.660 1.723 -2.535
C -2.910 5.563 4.731
C -3.958 4.469 4.506
C -4.446 3.971 5.874
C -5.136 5.097 3.750
C -3.383 3.283 3.727
C -4.241 2.356 3.135
C -3.782 1.235 2.443
C -2.421 1.065 2.355
O -1.716 0.092 1.712
B -0.349 0.427 1.865
O -0.260 1.589 2.704
C -1.555 1.970 2.948
C -2.000 3.075 3.635
H -3.379 6.423 5.211
H -2.475 5.896 3.787
H -2.103 5.226 5.384
H -4.863 4.796 6.457
H -3.624 3.530 6.440
H -5.219 3.210 5.756
H -5.465 6.003 4.264
H -5.993 4.426 3.696
H -4.849 5.364 2.731
H -5.310 2.502 3.207
H -4.464 0.533 1.982
H -1.286 3.756 4.076
C -0.588 -4.305 -6.598
C -1.280 -3.946 -5.311
C -2.632 -3.627 -5.319
C -3.277 -3.290 -4.139
C -2.575 -3.248 -2.951
C -1.220 -3.580 -2.920
N -0.461 -3.473 -1.741
C -0.887 -3.718 -0.447
C -2.066 -4.435 -0.183
C -2.489 -4.666 1.109
C -1.738 -4.217 2.190
C -0.529 -3.606 1.939
C -0.072 -3.363 0.639
C 1.316 -2.852 0.477
O 0.652 -0.218 1.324
O 1.603 -2.051 -0.501
C -0.568 -3.947 -4.105
C 0.889 -4.325 -4.105
H -1.265 -4.196 -7.444
H -0.231 -5.338 -6.585
H 0.283 -3.670 -6.776
H -3.176 -3.636 -6.255
H -4.326 -3.020 -4.150
H -3.060 -2.912 -2.046
H 0.400 -2.950 -1.798
H -2.646 -4.819 -1.007
H -3.415 -5.204 1.270
H -2.071 -4.377 3.206
H 0.107 -3.309 2.759
H 1.260 -4.488 -3.095
H 1.505 -3.553 -4.578
H 1.051 -5.244 -4.672
*
```